65
Properties=species:S:1:pos:R:3:forces:R:3 method="wB97M-V/def2-TZVPD" orbital_gap_ev="6.0118 / 6.1473" multiplicity=6 e_above_lowest_kcal_mol=16.0 lumo_energy_ha="0.0124 / -0.0685" e_tot_ev=-47599.72454
Ru -0.944473 0.099838 -0.708893 -0.07 0.12 -0.08
C -2.586130 -3.558523 0.673654 -0.02 0.03 -0.02
C -3.950997 -3.469009 0.312041 0.03 -0.02 0.00
C -4.465122 -2.268546 -0.055998 -0.01 0.03 0.02
C -3.642621 -1.101184 -0.078917 -0.05 -0.06 -0.03
N -2.289165 -1.257974 0.069269 0.03 0.03 0.01
C -1.814759 -2.449873 0.526387 -0.01 -0.08 0.03
N -4.242063 0.077318 -0.163719 -0.05 0.03 0.00
C -3.598889 1.231342 -0.043240 -0.01 0.04 0.01
N -2.230297 1.461878 -0.166806 0.06 -0.07 -0.03
C -1.968852 2.814379 0.021725 -0.04 0.04 0.02
N -0.827612 3.450108 -0.136047 -0.03 0.04 0.03
C 0.230530 2.959228 -0.791530 0.00 0.05 -0.02
C 1.282880 3.881137 -1.047715 0.02 0.03 -0.02
C 2.302025 3.565238 -1.891332 0.00 -0.01 0.01
C 2.324899 2.289334 -2.481417 -0.08 -0.01 0.01
C 1.354144 1.396997 -2.129119 0.11 -0.01 -0.05
N 0.332105 1.691187 -1.284551 -0.04 -0.07 -0.01
C -3.213839 3.451969 0.342977 0.06 0.01 -0.01
C -3.518839 4.783657 0.642326 0.00 -0.01 0.00
C -4.837123 5.105587 0.863991 0.00 0.00 0.00
C -5.853010 4.126667 0.786526 0.00 0.00 0.00
C -5.562250 2.817373 0.487355 0.01 -0.01 -0.01
C -4.221715 2.481600 0.259067 -0.04 -0.03 0.00
H -2.151166 -4.474406 1.044375 0.01 0.00 0.01
H -4.586974 -4.343241 0.360210 -0.01 -0.01 0.00
H -5.511717 -2.129499 -0.284153 0.00 0.01 0.00
H -0.767026 -2.460944 0.779389 0.02 0.00 0.01
H 1.190692 4.853089 -0.586118 0.00 0.00 0.00
H 3.076433 4.288762 -2.110246 0.01 0.01 0.00
H 3.093748 1.994488 -3.179157 0.03 -0.02 0.00
H 1.362043 0.386437 -2.509744 0.00 0.05 0.00
H -2.733820 5.525586 0.696139 0.01 0.00 0.00
H -5.107805 6.126200 1.101528 0.00 0.00 0.00
H -6.878998 4.419919 0.966974 -0.01 0.01 0.00
H -6.333462 2.061717 0.425513 0.00 -0.01 0.00
C 1.617113 -5.946149 0.542632 0.00 0.00 0.02
N 1.422004 -4.682703 -0.153368 -0.07 0.10 -0.01
C 1.010238 -4.675708 -1.489827 0.03 -0.07 0.02
C 0.563823 -3.499141 -2.062168 -0.05 0.05 0.10
C 0.656950 -2.326642 -1.366824 -0.12 0.02 -0.02
O 0.116872 -1.171082 -1.749933 0.16 0.00 0.21
N 1.303980 -2.319185 -0.094964 0.39 -0.35 -0.20
C 1.511980 -3.554177 0.607955 -0.11 0.04 -0.12
O 1.745773 -3.562842 1.793454 0.14 0.01 0.00
H 1.709563 -6.734596 -0.199540 0.00 0.00 0.01
H 0.774964 -6.162699 1.201487 0.00 -0.01 -0.01
H 2.520057 -5.898805 1.146255 -0.01 -0.01 0.00
H 1.033940 -5.623400 -1.999576 0.00 -0.01 0.01
H 0.102609 -3.500567 -3.038291 -0.02 0.01 0.01
C 3.163825 1.697236 1.584839 0.00 0.00 0.00
C 3.949599 0.519953 0.996001 0.08 -0.05 0.05
C 4.828344 0.999833 -0.162884 0.05 0.00 0.01
C 4.834452 -0.109418 2.081503 -0.03 0.00 0.02
C 3.008262 -0.508769 0.526314 -0.18 0.12 0.01
C 2.184404 -1.324122 0.216367 -0.20 0.00 0.02
H 3.854423 2.471376 1.926697 -0.01 0.01 0.00
H 2.561041 1.370685 2.432718 0.00 0.00 0.01
H 2.498421 2.131479 0.838082 0.01 0.02 -0.02
H 5.552836 1.730041 0.203921 0.00 0.00 0.00
H 4.224387 1.470470 -0.935536 0.00 0.00 -0.01
H 5.371694 0.165756 -0.608293 0.01 0.00 0.01
H 5.521000 0.642206 2.476079 0.00 0.01 0.00
H 5.419360 -0.934346 1.674347 0.00 -0.01 0.00
H 4.227311 -0.492497 2.901784 0.00 0.00 0.00